Entry from the OMol25 dataset: 2 unconnected molecules or ions with the total composition C12H10BN3O8PS (ωB97M-V/def2-TZVPD).

Summary:
Multiplicity: 1
Electronic energy in eV: -54263.885
E_LUMO in eV: 1.81
Charge: -1

Last column: natural (NBO) charge in e.
Element x y z (Å)
C (0.21, 0.93, -4.64)  -0.62
C (1.29, -0.12, -4.36)  -0.71
P (1.53, -0.82, -2.66)  0.85
C (-0.05, -1.69, -2.33)  -0.98
C (1.55, 0.67, -1.49)  -0.23
C (1.79, 0.14, -0.13)  0.25
N (2.00, -0.15, 0.95)  -0.26
C (0.41, 1.73, -1.42)  -0.52
C (-0.96, 1.24, -1.56)  0.32
N (-2.01, 0.83, -1.74)  -0.32
N (2.77, 1.41, -1.93)  -0.50
C (3.41, 2.15, -1.23)  0.25
S (4.30, 3.08, -0.35)  0.08
H (0.43, 1.88, -4.14)  0.20
H (-0.79, 0.58, -4.37)  0.22
H (0.19, 1.15, -5.71)  0.21
H (1.06, -1.04, -4.92)  0.23
H (2.27, 0.24, -4.69)  0.23
H (0.14, -2.76, -2.48)  0.24
H (-0.88, -1.33, -2.94)  0.24
H (-0.33, -1.55, -1.27)  0.29
H (0.58, 2.50, -2.18)  0.25
H (0.48, 2.25, -0.45)  0.29
B (-1.49, -0.87, 4.31)  1.16
O (-2.79, -0.73, 5.00)  -0.65
C (-2.63, -0.88, 6.30)  0.68
O (-3.49, -0.83, 7.14)  -0.56
C (-1.12, -1.15, 6.56)  0.68
O (-0.62, -1.34, 7.63)  -0.56
O (-0.51, -1.14, 5.38)  -0.65
O (-1.52, -1.96, 3.31)  -0.65
C (-1.23, -1.48, 2.12)  0.69
O (-1.17, -2.10, 1.09)  -0.58
C (-0.99, 0.04, 2.27)  0.70
O (-0.71, 0.79, 1.38)  -0.60
O (-1.14, 0.34, 3.54)  -0.65